(1)
Formula: C5H16N2O
Source: OMol25
Level of theory: the ωB97M-V functional and the def2-TZVPD basis

## Properties
- Electronic energy: -10462.166 eV
- ΔE to the lowest compared entry with this formula, charge and spin: 41.3 kcal/mol
- 2S+1: 2
- Total charge: +1

Each line ends with the Mulliken charge.
Positions of all 24 atoms, in Å:
C1 -0.62866 2.02868 0.30333  -1.398
C2 0.77456 1.53322 0.56052  0.292
C3 1.08651 0.11945 0.10563  -0.821
C4 0.08383 -0.84404 0.63702  0.000
C5 -0.15711 -1.08258 1.98570  -1.479
N1 -0.63943 -1.68708 -0.31818  -0.203
N2 1.72783 2.52163 -0.14385  -0.310
H1 -0.87184 2.93994 0.84045  0.391
H2 -1.35928 1.22860 0.42241  0.344
H3 -0.80385 2.15164 -0.78120  0.408
H4 0.96756 1.71839 1.58916  0.244
H5 2.09578 -0.20904 0.35091  0.350
H6 1.02293 0.07381 -0.98782  0.374
H7 -0.90320 -1.75056 2.39794  0.259
H8 0.44310 -0.66676 2.78986  0.290
H9 -0.89915 -1.26794 -1.21149  0.432
H10 -0.18056 -2.59464 -0.44236  0.339
H11 -1.57548 -1.89266 0.03003  0.352
H12 1.45492 3.50287 -0.11738  0.349
H13 2.66793 2.38999 0.22940  0.371
H14 1.69012 2.28896 -1.14280  0.397
H15 -1.35982 -3.52201 -2.74257  0.321
H16 -2.63039 -3.86220 -2.21538  0.322
O1 -2.00629 -3.11766 -2.13933  -0.625

=====

(2)
Formula: C8H12FO6
Source: OMol25
Level of theory: the ωB97M-V functional and the def2-TZVPD basis

## Properties
- Electronic energy: -23492.126 eV
- ΔE to the lowest compared entry with this formula, charge and spin: 28.0 kcal/mol
- Total charge: -1

Each line ends with the Mulliken charge.
Positions of all 27 atoms, in Å:
F1 21.84700 0.98200 19.47600  -0.901
C1 23.70700 -0.06100 16.54500  -1.195
C2 23.80500 1.46500 16.87700  0.479
C3 24.88100 1.76200 17.91100  -0.512
O1 25.51800 2.96800 17.46800  -0.359
C4 25.08300 3.31200 16.22000  0.621
O2 25.52800 4.19400 15.52900  -0.575
O3 24.24600 2.33900 15.81700  -0.415
H1 23.31300 -0.55200 17.51100  0.303
H2 24.86900 -0.49900 16.38800  0.245
H3 23.14000 -0.11000 15.68500  0.398
H4 22.86000 1.97400 16.95500  0.197
H5 25.50300 1.03000 17.96700  0.471
H6 24.38000 1.59700 18.89300  0.281
C5 23.61100 3.57200 22.25800  -1.378
C6 22.15400 3.90100 22.36700  0.521
C7 21.08300 2.84500 21.86000  -0.427
O4 20.03800 3.01900 22.71700  -0.250
C8 20.41800 3.62100 23.78300  0.631
O5 19.74200 3.77600 24.85900  -0.696
O6 21.63700 4.00100 23.73500  -0.337
H7 24.07800 4.34900 22.60700  0.461
H8 23.72800 3.22800 21.27200  0.306
H9 23.84100 2.60300 22.83700  0.294
H10 22.05700 4.79000 21.72000  0.207
H11 21.50200 1.74900 22.03900  0.267
H12 20.90000 3.05200 20.86300  0.362

=====

(3)
Formula: C4H11N2
Source: OMol25
Level of theory: the ωB97M-V functional and the def2-TZVPD basis

## Properties
- Electronic energy: -7289.815 eV
- ΔE to the lowest compared entry with this formula, charge and spin: 146.6 kcal/mol
- 2S+1: 3
- Total charge: +1

Each line ends with the Mulliken charge.
Positions of all 17 atoms, in Å:
C1 1.04865 0.87381 -0.50412  -0.820
C2 -0.08772 0.91278 0.49716  0.087
C3 -0.20489 0.44292 1.90829  -0.930
C4 0.35155 -1.55348 -0.41298  -0.961
N1 -0.95565 -0.07552 -1.62612  -0.508
N2 -0.00917 -0.11021 -0.63958  0.650
H1 0.99646 1.52403 -1.26839  0.323
H2 1.96431 0.58244 -0.27682  0.317
H3 -0.85706 1.71034 0.23650  0.346
H4 -0.94710 0.94006 2.49389  0.355
H5 0.77702 0.57653 2.55160  0.259
H6 -0.47617 -0.69527 1.86011  0.198
H7 -0.42945 -1.97893 0.14393  0.390
H8 0.35179 -1.97552 -1.47755  0.395
H9 1.24090 -1.66321 0.15249  0.334
H10 -1.92687 -0.18661 -1.33907  0.301
H11 -0.83659 0.67585 -2.29934  0.264

=====

Number 1: F_max 1.870 eV/A. Number 2: F_max 7.468 eV/A. Number 3: F_max 10.861 eV/A.